Record 1
DFT (ωB97M-V with the def2-TZVPD basis set) results for the molecule C2H4N4S.

Summary:
Strongest force on any atom: 0.1233 Eh/bohr
SMILES string: [H]/N=c1\ncn(S)[nH]1
HOMO-LUMO gap: 8.585 eV
HOMO energy: -8.50 eV
Lowest unoccupied orbital energy: 0.0031 Ha

Element x y z (Å)
H 3.12492 0.01221 0.15627
N 2.59063 -0.81061 0.17804
C 1.45547 -0.16924 -0.19114
N 1.23787 1.19084 -0.36315
C 0.06459 1.30334 0.22865
N -0.58433 0.06457 0.31026
S -2.15948 -0.29008 -0.16138
N 0.33003 -0.83682 -0.12709
H -0.65305 2.19471 0.58352
H -2.69961 0.01078 1.09764
H 0.63967 -1.63686 0.53322

Which charges does natural (NBO) predict for the atoms? In e, they are: 0.34 -0.74 0.49 -0.48 0.28 -0.43 0.22 -0.46 0.23 0.13 0.43


Record 2
DFT (ωB97M-V with the def2-TZVPD basis set) results for the molecule C2H4N4S.

Summary:
Strongest force on any atom: 0.0946 Eh/bohr
SMILES string: Nn1ncc(=S)[nH]1
HOMO-LUMO gap (alpha / beta): 7.762 / 7.761 eV
HOMO energy (alpha / beta): -8.49 / -8.49 eV
Lowest unoccupied orbital energy (alpha / beta): -0.0266 / -0.0266 Ha

Element x y z (Å)
N -0.15676 0.26210 1.93906
N -0.26600 -0.51847 0.77891
N 1.20147 -0.81673 0.04677
C 0.92920 -0.48201 -1.17470
C -0.40472 0.01900 -1.41052
S -1.21115 0.39709 -2.78314
N -1.02065 0.06510 -0.16718
H 0.32843 1.09459 1.80137
H 0.33262 -0.24368 2.63032
H 1.73589 -0.61904 -1.91321
H -1.46834 0.84205 0.25232

Which charges does natural (NBO) predict for the atoms? In e, they are: -0.65 0.02 -0.20 -0.04 -0.03 -0.07 -0.41 0.34 0.38 0.24 0.42


Record 3
DFT (ωB97M-V with the def2-TZVPD basis set) results for the molecule C2H4N4S.

Summary:
Strongest force on any atom: 0.1091 Eh/bohr
SMILES string: [H]/N=C1\NN=CSN1
HOMO-LUMO gap: 9.047 eV
HOMO energy: -8.76 eV
Lowest unoccupied orbital energy: 0.0105 Ha

Element x y z (Å)
H -2.70036 -0.15979 0.01954
N -2.03541 -0.89195 0.10024
C -0.84066 -0.38133 -0.27886
N -0.47788 0.94667 -0.88187
N 0.76401 1.36819 0.08160
C 1.79884 0.66737 0.14467
S 1.86862 -1.01983 -0.41423
N 0.16656 -1.23193 -0.13251
H -1.11810 1.72620 -0.34410
H 2.55129 0.99635 1.03773
H 0.02309 -2.01994 0.66778

Which charges does natural (NBO) predict for the atoms? In e, they are: 0.33 -0.75 0.53 -0.47 -0.27 -0.12 0.44 -0.77 0.40 0.24 0.45


Record 4
DFT (ωB97M-V with the def2-TZVPD basis set) results for a 2-piece molecular cluster, C2H4NO overall.

Summary:
Strongest force on any atom: 0.0850 Eh/bohr
Spin multiplicity: 3
HOMO-LUMO gap (alpha / beta): 8.826 / 7.776 eV
HOMO energy (alpha / beta): -14.06 / -17.85 eV
Lowest unoccupied orbital energy (alpha / beta): -0.1925 / -0.3700 Ha
Total charge: +1

Element x y z (Å)
C -0.33125 -1.10550 -1.09540
C 0.34215 0.39286 0.43721
N 0.47688 -1.95607 -0.93466
O 1.35364 -2.65773 -0.73260
H -1.29990 -0.85636 -1.45148
H -0.35208 1.14434 0.08580
H 0.13149 -0.13090 1.35445
H 1.37026 0.49296 0.11355

Which charges does natural (NBO) predict for the atoms? In e, they are: 0.32 -0.46 0.14 0.07 0.29 0.22 0.22 0.21


Record 5
DFT (ωB97M-V with the def2-TZVPD basis set) results for C2H4NO2 as an isolated structure.

Summary:
Strongest force on any atom: 0.0948 Eh/bohr
HOMO-LUMO gap: 7.131 eV
HOMO energy: -2.79 eV
Lowest unoccupied orbital energy: 0.1595 Ha
Total charge: -1

Element x y z (Å)
O 1.54544 0.50022 0.32123
C 0.57134 -0.16426 -0.04310
N 0.50665 -1.58769 0.14587
C -0.67804 0.57104 -0.59009
O -1.70265 0.73574 0.25032
H 0.10867 -0.75031 0.93472
H -0.27847 -2.04795 -0.30458
H -0.86219 -0.07359 -1.53136
H -0.32534 1.51059 -1.07847

Which charges does natural (NBO) predict for the atoms? In e, they are: -0.62 0.44 -0.75 -0.07 -0.93 0.43 0.36 0.03 0.10


Record 6
DFT (ωB97M-V with the def2-TZVPD basis set) results for a 2-piece molecular cluster, C2H4NO2 overall.

Summary:
Strongest force on any atom: 0.1058 Eh/bohr
HOMO-LUMO gap (alpha / beta): 7.818 / 3.163 eV
HOMO energy (alpha / beta): -15.48 / -12.53 eV
Lowest unoccupied orbital energy (alpha / beta): -0.2815 / -0.3441 Ha
Total charge: +1

Element x y z (Å)
C 2.94960 -1.87828 0.16333
C 2.11249 -0.77955 0.25179
N -1.42587 1.37492 0.13263
O 3.84883 -2.57662 0.04502
O 1.33133 -0.23906 -0.54485
H 2.29010 -0.35615 1.35104
H -1.89407 1.06790 -0.72681
H -0.68844 0.75740 0.36935
H -1.59416 2.32068 0.40183

Which charges does natural (NBO) predict for the atoms? In e, they are: 0.80 0.12 -0.82 -0.19 -0.33 0.23 0.39 0.39 0.41


Record 7
DFT (ωB97M-V with the def2-TZVPD basis set) results for a 2-piece molecular cluster, C2H4NO2 overall.

Summary:
Strongest force on any atom: 0.0879 Eh/bohr
HOMO-LUMO gap: 6.378 eV
HOMO energy: -14.86 eV
Lowest unoccupied orbital energy: -0.3117 Ha
Total charge: +1

Element x y z (Å)
C -0.97984 0.50702 -0.07579
C 0.16197 -0.55241 -0.03148
N -4.36438 0.38109 0.04833
O -2.09704 0.09847 -0.00667
O -4.98728 -0.51957 0.05799
H -0.81401 1.63270 -0.21313
H 1.18133 -0.18236 0.23366
H 0.26729 -1.28349 -0.93772
H -0.00319 -1.16965 0.84517

Which charges does natural (NBO) predict for the atoms? In e, they are: 0.50 -0.75 0.74 -0.57 0.13 0.17 0.25 0.28 0.25


Record 8
DFT (ωB97M-V with the def2-TZVPD basis set) results for C2H4NO2 as an isolated structure.

Summary:
Strongest force on any atom: 0.1538 Eh/bohr
HOMO-LUMO gap (alpha / beta): 10.788 / 8.240 eV
HOMO energy (alpha / beta): -18.98 / -16.24 eV
Lowest unoccupied orbital energy (alpha / beta): -0.3009 / -0.2939 Ha
Total charge: +1

Element x y z (Å)
C -0.23733 0.48848 0.49878
C -0.10192 -0.97781 0.24449
N 0.31689 0.58160 -0.75856
O 0.94770 1.97782 -1.76849
O 0.47152 -0.63827 -1.05543
H -1.23615 1.11250 0.51938
H 0.37390 0.63778 1.35310
H 0.38558 -1.51700 1.08847
H -0.92018 -1.66510 -0.12173

Which charges does natural (NBO) predict for the atoms? In e, they are: -0.32 -0.09 0.33 0.08 -0.12 0.31 0.28 0.27 0.27


Record 9
DFT (ωB97M-V with the def2-TZVPD basis set) results for a 2-piece molecular cluster, C2H4NO2S overall.

Summary:
Strongest force on any atom: 0.0501 Eh/bohr
HOMO-LUMO gap: 10.075 eV
HOMO energy: -17.09 eV
Lowest unoccupied orbital energy: -0.2577 Ha
Total charge: +1

Element x y z (Å)
C -1.37196 -0.97713 2.44035
C 1.24098 0.04896 -0.91394
N -1.05078 -0.35303 1.54652
O -1.55725 0.17067 -1.59038
O -0.17503 2.13073 -0.72868
S -0.36605 0.80791 -1.12376
H -1.93653 -1.56848 3.07109
H 1.39067 -0.97302 -0.77265
H 1.93048 0.19862 -1.73058
H 1.89547 0.51477 -0.19795

Which charges does natural (NBO) predict for the atoms? In e, they are: 0.20 -0.91 -0.43 -0.64 -0.67 2.24 0.25 0.31 0.33 0.33


Record 10
DFT (ωB97M-V with the def2-TZVPD basis set) results for a 2-piece molecular cluster, C2H4NO2S2 overall.

Summary:
Strongest force on any atom: 0.1130 Eh/bohr
HOMO-LUMO gap: 6.719 eV
HOMO energy: -3.59 eV
Lowest unoccupied orbital energy: 0.1148 Ha
Total charge: -1

Element x y z (Å)
C -0.86578 0.23580 -1.68977
C 0.43769 0.34194 0.73575
N -0.10138 -0.76300 -0.12498
O 0.44984 -2.10840 -2.27623
O 0.46932 -3.29346 -0.17629
S -0.70328 1.82136 -1.89577
S 0.92708 -2.06964 -0.86350
H -1.31174 -0.47736 -2.24747
H 0.90529 1.23756 0.26781
H -0.40584 0.75598 1.36792
H 1.19455 -0.16640 1.38022

Which charges does natural (NBO) predict for the atoms? In e, they are: -0.07 -0.46 -0.69 -1.06 -1.02 -0.03 1.59 0.17 0.18 0.18 0.20


Record 11
DFT (ωB97M-V with the def2-TZVPD basis set) results for a 2-piece molecular cluster, C2H4NO3 overall.

Summary:
Strongest force on any atom: 0.0155 Eh/bohr
HOMO-LUMO gap: 8.909 eV
HOMO energy: -4.75 eV
Lowest unoccupied orbital energy: 0.1528 Ha
Total charge: -1

Element x y z (Å)
C -1.80166 -0.90312 0.62741
N -0.89839 0.03186 0.34119
O -2.98555 -0.74173 0.90002
H -1.36583 -1.91474 0.56680
H 0.12310 -0.16449 0.38779
H -1.13117 1.01379 0.42220
O 1.54630 1.77528 -0.48113
C 2.00107 0.66310 -0.81421
O 1.73775 -0.46049 -0.32946
H 2.77437 0.70054 -1.62061

Which charges does natural (NBO) predict for the atoms? In e, they are: 0.52 -0.82 -0.68 0.09 0.45 0.39 -0.78 0.63 -0.80 0.01


Record 12
DFT (ωB97M-V with the def2-TZVPD basis set) results for a 2-piece molecular cluster, C2H4NO3 overall.

Summary:
Strongest force on any atom: 0.0460 Eh/bohr
HOMO-LUMO gap: 4.949 eV
HOMO energy: -1.17 eV
Lowest unoccupied orbital energy: 0.1388 Ha
Total charge: -1

Element x y z (Å)
C 2.33835 0.03223 0.29812
C -1.33254 -0.54703 -0.40831
N -0.24359 0.28440 -0.64266
O 2.72197 1.08278 0.06648
O -0.47421 1.46659 0.15376
O 2.17050 -1.08222 0.53415
H -2.30019 -0.32695 -0.88979
H -0.96844 -1.53265 -0.77034
H -1.68158 -0.51412 0.64545
H -0.23026 1.13697 1.01313

Which charges does natural (NBO) predict for the atoms? In e, they are: 1.05 -0.43 -0.60 -0.54 -0.68 -0.56 0.09 0.17 0.09 0.40


Record 13
DFT (ωB97M-V with the def2-TZVPD basis set) results for a 2-piece molecular cluster, C2H4NO3 overall.

Summary:
Strongest force on any atom: 0.0469 Eh/bohr
Spin multiplicity: 2
HOMO-LUMO gap (alpha / beta): 10.659 / 5.463 eV
HOMO energy (alpha / beta): -10.02 / -9.97 eV
Lowest unoccupied orbital energy (alpha / beta): 0.0233 / -0.1656 Ha

Element x y z (Å)
C -1.60175 -0.78304 0.70939
N -0.94805 0.12783 -0.03550
O -2.64797 -0.54987 1.27202
H -1.16508 -1.79137 0.70550
H -0.03572 -0.02526 -0.49179
H -1.28454 1.07332 0.08523
O 1.79200 0.94742 0.36796
C 2.07987 0.33886 -0.69886
O 1.35818 -0.21535 -1.52226
H 3.16452 0.27879 -0.93836

Which charges does natural (NBO) predict for the atoms? In e, they are: 0.52 -0.80 -0.59 0.11 0.40 0.40 -0.21 0.55 -0.58 0.20


Record 14
DFT (ωB97M-V with the def2-TZVPD basis set) results for an isolated ion of composition C2H4NO3P and charge -2.

Summary:
Strongest force on any atom: 0.0797 Eh/bohr
SMILES string: [H]/N=C/OP(=C)([O-])[O-]
HOMO-LUMO gap: 6.030 eV
HOMO energy: 1.49 eV
Lowest unoccupied orbital energy: 0.2765 Ha
Total charge: -2

Element x y z (Å)
H -0.04588 -1.68323 -2.19709
N 0.81028 -1.49297 -1.53211
C 0.61012 -0.32544 -1.08991
O 1.43057 0.14889 -0.14477
P 0.20351 0.91458 1.02923
C -1.03129 -0.31783 0.72784
O -0.22128 2.21293 0.33888
O 1.15080 1.10858 2.26744
H 0.08700 0.55442 -1.63019
H -1.89455 0.24709 1.00411
H -1.09928 -1.36702 1.22659

Which charges does natural (NBO) predict for the atoms? In e, they are: 0.28 -0.84 0.45 -0.82 2.23 -1.33 -1.22 -1.21 0.13 0.17 0.17


Record 15
DFT (ωB97M-V with the def2-TZVPD basis set) results for an isolated ion of composition C2H4NO4 and charge -1.

Summary:
Strongest force on any atom: 0.0751 Eh/bohr
SMILES string: NO[C@H](O)C(=O)[O-]
HOMO-LUMO gap: 8.372 eV
HOMO energy: -4.24 eV
Lowest unoccupied orbital energy: 0.1519 Ha
Total charge: -1

Element x y z (Å)
N 0.97595 1.23449 -0.37545
O -0.27494 0.91319 -0.85335
C -0.90969 -0.00731 0.00855
O -0.65959 -1.43716 -0.32304
C -2.58276 0.18534 -0.06852
O -3.13609 -0.88845 -0.28152
O -2.96452 1.28005 0.27751
H 1.61484 0.46837 -0.40057
H 0.78344 1.32991 0.63812
H -0.70959 0.21895 1.05361
H -1.57149 -1.81976 -0.38046

Which charges does natural (NBO) predict for the atoms? In e, they are: -0.51 -0.38 0.21 -0.80 0.76 -0.78 -0.74 0.31 0.31 0.12 0.50


Record 16
DFT (ωB97M-V with the def2-TZVPD basis set) results for a 2-piece molecular cluster, C2H4NO4 overall.

Summary:
Strongest force on any atom: 0.0445 Eh/bohr
HOMO-LUMO gap: 9.209 eV
HOMO energy: -5.29 eV
Lowest unoccupied orbital energy: 0.1440 Ha
Total charge: -1

Element x y z (Å)
O -0.94091 -1.61647 0.50865
C 0.24958 -1.77567 0.32152
N 1.18848 -0.83115 0.14418
C 0.94441 0.73337 -0.00298
O -0.20985 1.08794 0.20360
O 2.02589 1.29446 -0.11242
H 0.70316 -2.76730 0.34796
H 2.17572 -1.07429 0.34798
H -1.61324 1.09214 -0.63840
H -2.85309 0.18135 -0.52600
O -2.56868 1.03699 -0.86828

Which charges does natural (NBO) predict for the atoms? In e, they are: -0.63 0.52 -0.73 0.92 -0.74 -0.74 0.06 0.38 0.51 0.46 -1.01


Record 17
DFT (ωB97M-V with the def2-TZVPD basis set) results for a 3-piece molecular cluster, C2H4NO4S overall.

Summary:
Strongest force on any atom: 0.0242 Eh/bohr
HOMO-LUMO gap: 7.352 eV
HOMO energy: -3.67 eV
Lowest unoccupied orbital energy: 0.1354 Ha
Total charge: -1

Element x y z (Å)
C -1.16198 -1.82399 0.08013
C -0.45000 1.03303 -0.03064
N -0.33387 -1.78505 0.94217
O -2.84750 1.69980 -0.61397
O -1.95929 -2.14540 -0.70604
O 2.99138 0.47190 -0.58353
O 0.54782 0.62266 0.61012
S -2.06658 0.97586 0.44666
H -0.31542 1.55280 -0.99208
H 3.31847 -0.29703 -0.10878
H 2.09710 0.61858 -0.20596
H 0.17987 -0.92316 1.16191

Which charges does natural (NBO) predict for the atoms? In e, they are: 0.83 0.02 -0.81 -1.04 -0.56 -0.99 -0.76 0.77 0.14 0.45 0.50 0.44


Record 18
DFT (ωB97M-V with the def2-TZVPD basis set) results for a 2-piece molecular cluster, C2H4NOP overall.

Summary:
Strongest force on any atom: 0.0669 Eh/bohr
HOMO-LUMO gap: 9.758 eV
HOMO energy: -9.45 eV
Lowest unoccupied orbital energy: 0.0112 Ha

Element x y z (Å)
C 2.35511 1.25058 -0.85517
C -0.62074 0.11370 1.31451
N 1.59240 0.90298 -1.67211
O -1.38386 -1.67786 -0.24634
P -2.06612 -0.48639 0.78523
H 0.40445 -0.07339 0.98871
H 0.77665 0.71507 -2.25158
H -0.71237 0.89836 2.01671
H -0.34554 -1.64305 -0.07996

Which charges does natural (NBO) predict for the atoms? In e, they are: 0.29 -0.97 -0.75 -0.99 1.03 0.22 0.46 0.22 0.49


Record 19
DFT (ωB97M-V with the def2-TZVPD basis set) results for a 2-piece molecular cluster, C2H4NOP overall.

Summary:
Strongest force on any atom: 0.0814 Eh/bohr
HOMO-LUMO gap (alpha / beta): 9.361 / 6.372 eV
HOMO energy (alpha / beta): -9.96 / -7.47 eV
Lowest unoccupied orbital energy (alpha / beta): -0.0219 / -0.0403 Ha

Element x y z (Å)
C 0.79426 0.10754 0.56530
C 0.85186 -0.20255 -0.83689
N 0.36092 1.12356 -0.33199
O -2.49021 -0.40887 1.06515
P -2.77887 0.41584 -0.06023
H -0.02457 -0.36051 1.15810
H 1.61341 0.13066 1.12930
H 1.65300 -0.06084 -1.47634
H 0.02018 -0.74484 -1.21239

Which charges does natural (NBO) predict for the atoms? In e, they are: -0.34 -0.34 -0.20 -0.98 1.00 0.23 0.21 0.21 0.20


Record 20
DFT (ωB97M-V with the def2-TZVPD basis set) results for a 2-piece molecular cluster, C2H4NOS overall.

Summary:
Strongest force on any atom: 0.0454 Eh/bohr
HOMO-LUMO gap: 6.994 eV
HOMO energy: -2.72 eV
Lowest unoccupied orbital energy: 0.1570 Ha
Total charge: -1

Element x y z (Å)
C -1.09802 0.45390 -0.70497
C -1.01353 0.09759 0.56860
N 1.59154 -0.62508 0.05212
O 2.25310 -1.65934 0.22564
S 2.35236 0.81496 0.11741
H -0.55853 1.26795 -1.10612
H -1.59173 -0.17838 -1.34775
H -1.42790 -0.83379 0.90749
H -0.50728 0.66218 1.28757

Which charges does natural (NBO) predict for the atoms? In e, they are: -0.40 -0.34 -0.17 -0.49 -0.32 0.20 0.16 0.17 0.19